No. 1
{"formula": "C8H13N2O2", "method": "ωB97M-V/def2-TZVPD", "species": ["C", "C", "C", "C", "C", "C", "C", "C", "N", "N", "O", "O", "H", "H", "H", "H", "H", "H", "H", "H", "H", "H", "H", "H", "H"], "coordinates": [[0.60, 1.34, 0.71], [-0.26, 0.27, 0.59], [0.98, -0.01, 2.46], [0.66, -0.28, -2.74], [-0.14, -1.60, -2.64], [-1.21, 0.10, -1.67], [1.29, -0.46, 3.87], [-2.44, 0.87, -1.44], [1.35, 1.17, 1.83], [0.02, -0.51, 1.71], [-0.16, 0.70, -2.27], [-1.23, -1.20, -1.79], [0.86, 2.25, 0.04], [1.50, -0.27, -1.99], [0.94, -0.05, -3.79], [-0.60, -1.98, -3.50], [0.40, -2.52, -2.24], [2.03, 0.32, 4.27], [0.43, -0.37, 4.51], [1.65, -1.52, 3.86], [-3.26, 0.29, -1.84], [-2.34, 1.79, -2.03], [-2.67, 1.12, -0.37], [2.17, 1.73, 2.33], [-0.57, -1.18, 2.15]], "nbo_charge": [-0.1645, -0.1740, 0.3995, -0.1185, -0.1074, 0.8865, -0.6683, -0.7228, -0.5020, -0.5030, -0.4471, -0.4417, 0.2443, 0.2112, 0.2319, 0.2084, 0.2266, 0.2437, 0.2501, 0.2565, 0.2602, 0.2599, 0.2944, 0.4508, 0.4254], "homo_lumo_gap_ev": 9.4, "total_energy_ev": -15572.8857, "total_charge": 1, "relative_energy_kj_mol": 323.3, "e_homo_ev": -12.06}

No. 2
{"formula": "C4H2O", "method": "ωB97M-V/def2-TZVPD", "species": ["C", "C", "C", "C", "O", "H", "H"], "coordinates": [[0.14, -0.94, -0.14], [0.23, 0.57, -0.40], [1.47, 0.29, -0.07], [-1.03, -0.04, 0.07], [2.59, 0.07, 0.18], [-1.94, -0.03, -0.66], [-1.47, 0.09, 1.02]], "nbo_charge": [0.1064, -0.2750, 0.6426, -0.4812, -0.4529, 0.2358, 0.2243], "homo_lumo_gap_ev": 10.0, "smiles": "O=c1c2c1C2", "total_energy_ev": -6222.1437, "relative_energy_kj_mol": 262.1, "e_homo_ev": -10.34}

No. 3
{"formula": "C6H20B2BeCl12", "method": "ωB97M-V/def2-TZVPD", "species": ["Be", "B", "H", "H", "H", "H", "B", "H", "H", "H", "H", "C", "Cl", "Cl", "H", "H", "C", "Cl", "Cl", "H", "H", "C", "Cl", "Cl", "H", "H", "C", "Cl", "Cl", "H", "H", "C", "Cl", "Cl", "H", "H", "C", "Cl", "Cl", "H", "H"], "coordinates": [[-9.63, -3.77, 10.86], [-8.00, -5.06, 12.26], [-8.59, -4.35, 12.82], [-8.67, -5.80, 11.83], [-7.57, -4.48, 11.46], [-7.28, -5.52, 12.92], [-9.54, -3.51, 8.38], [-8.69, -4.07, 8.73], [-9.52, -3.35, 7.31], [-10.46, -4.04, 8.59], [-9.57, -2.58, 8.93], [-6.22, -2.45, 8.36], [-6.81, -2.29, 10.08], [-4.98, -1.27, 8.04], [-5.86, -3.46, 8.21], [-7.08, -2.25, 7.71], [-8.28, -6.06, 5.78], [-9.14, -7.28, 6.74], [-6.80, -6.64, 5.07], [-8.91, -5.61, 5.02], [-8.03, -5.25, 6.48], [-9.21, -0.04, 6.26], [-10.41, -0.39, 5.00], [-7.66, 0.57, 5.52], [-9.59, 0.81, 6.82], [-9.08, -0.97, 6.81], [-12.00, -3.52, 5.60], [-11.97, -5.32, 5.34], [-13.29, -2.83, 4.61], [-12.23, -3.42, 6.66], [-10.99, -3.12, 5.51], [-12.67, -6.92, 8.79], [-14.04, -5.72, 8.70], [-11.38, -6.33, 9.85], [-13.08, -7.85, 9.21], [-12.27, -7.13, 7.80], [-6.05, -7.09, 9.99], [-7.08, -8.50, 10.16], [-6.47, -5.98, 8.65], [-6.04, -6.55, 10.93], [-5.08, -7.52, 9.77]], "nbo_charge": [1.6302, -0.9800, 0.0328, 0.0112, -0.0081, 0.1400, -1.0232, -0.0004, 0.0912, 0.0414, 0.0173, -0.3845, -0.0633, 0.0414, 0.2121, 0.2219, -0.4843, 0.2855, 0.2464, 0.3169, 0.3098, -0.3792, -0.0264, -0.0398, 0.2343, 0.2170, -0.3836, -0.0872, 0.0259, 0.2258, 0.2294, -0.3656, -0.0236, -0.0482, 0.2371, 0.2262, -0.4199, 0.0673, 0.1154, 0.2854, 0.2551], "homo_lumo_gap_ev": [6.8, 2.8], "spin_multiplicity": 2, "total_energy_ev": -158550.4131, "total_charge": 1, "e_homo_ev": [-13.14, -13.14]}

No. 4
{"formula": "ClHN2O", "method": "ωB97M-V/def2-TZVPD", "species": ["N", "N", "O", "Cl", "H"], "coordinates": [[-0.42, -0.04, -1.15], [0.30, 0.44, -0.51], [1.23, 1.13, -0.38], [-1.42, -1.11, 0.98], [0.31, -0.42, 1.06]], "nbo_charge": [0.0170, 0.3258, -0.3597, -0.2831, 0.3001], "homo_lumo_gap_ev": 8.4, "total_energy_ev": -17560.5658, "relative_energy_kj_mol": 463.2, "e_homo_ev": -10.82}

No. 5
{"formula": "C7H10Cl2OSi", "method": "ωB97M-V/def2-TZVPD", "species": ["C", "C", "C", "C", "C", "C", "C", "O", "Si", "Cl", "Cl", "H", "H", "H", "H", "H", "H", "H", "H", "H", "H"], "coordinates": [[3.89, 0.97, 0.19], [2.04, -0.40, -0.43], [2.98, 0.79, -0.85], [2.44, -1.65, -0.49], [-1.14, -0.38, -1.33], [0.26, 2.13, -0.06], [-0.05, -0.53, 1.58], [2.71, 1.31, -1.88], [0.23, 0.20, -0.03], [5.07, 0.16, 0.89], [1.34, -2.93, -0.35], [3.43, -1.91, -0.66], [-1.99, -0.95, -1.00], [-1.47, 0.43, -1.93], [-0.58, -0.95, -2.06], [0.23, 2.34, 1.01], [1.14, 2.71, -0.39], [-0.64, 2.45, -0.61], [0.70, -1.29, 1.81], [0.13, 0.23, 2.22], [-1.07, -0.90, 1.75]], "nbo_charge": [-0.0666, -0.4446, 0.3633, -0.2052, -1.0708, -1.1051, -1.1581, -0.5479, 1.6175, 0.2044, 0.0290, 0.2075, 0.2349, 0.2317, 0.2381, 0.2270, 0.2621, 0.2417, 0.2535, 0.2362, 0.2516], "homo_lumo_gap_ev": [7.3, 7.4], "total_energy_ev": -42386.9070, "relative_energy_kj_mol": 262.2, "e_homo_ev": [-8.79, -8.79]}